No. 1
The following is a quantum chemistry calculation of a cluster of 2 separate species, CH3I2N2 in total, from OMol25.

```
8
Properties=species:S:1:pos:R:3:mulliken_charge:R:1
C 0.7809 2.1149 0.3349 -0.103
N 0.1828 2.6040 1.2183 -0.145
N -0.1639 -1.2474 -0.4301 -0.561
I 3.0141 -0.8228 1.1996 0.228
I 1.5761 -0.7154 -1.0559 0.628
H -0.3130 -2.1632 -0.6755 0.314
H -0.0665 3.0162 2.0697 0.284
H -0.8627 -0.5782 -0.8336 0.355
```

Values from the calculation:
HOMO-LUMO gap = 7.73 eV
E_LUMO = -6.5983 eV
ΔE to the lowest compared entry with this formula, charge and spin = 256.20 kJ/mol
energy = -20256.8742 eV
charge = +1


No. 2
The following is a quantum chemistry calculation of a cluster of 2 separate species, C2H7N3 in total, from OMol25.

```
12
Properties=species:S:1:pos:R:3:mulliken_charge:R:1
C 0.7713 0.9371 -2.2030 -0.215
N -0.4407 0.5038 -2.2623 -0.552
H 1.4015 0.8912 -3.1362 0.240
H 1.1901 1.2324 -1.2489 0.256
H -0.8581 -0.1295 -1.5809 0.316
N -0.4586 0.4316 1.7084 -0.418
C -0.3487 -0.6965 0.9789 -0.037
N 0.3700 -1.7357 1.1872 -0.614
H 0.1448 0.4253 2.6007 0.229
H -1.2252 1.0599 1.7152 0.216
H -1.0377 -0.7718 0.1401 0.355
H 0.4913 -2.1478 2.1009 0.224
```

Values from the calculation:
HOMO-LUMO gap = 9.72 eV
E_LUMO = 0.8841 eV
ΔE to the lowest compared entry with this formula, charge and spin = 287.35 kJ/mol
energy = -6654.9777 eV
structure (SMILES) = [H]/N=C\N.C=N


No. 3
The following is a quantum chemistry calculation of the molecule C12H26N3O5P, from OMol25.

```
47
Properties=species:S:1:pos:R:3:mulliken_charge:R:1
C 5.2177 -1.3378 0.3356 -1.079
C 4.4748 -1.1818 -1.0109 -0.266
O 3.2646 -1.9104 -1.0543 -0.433
C 2.1192 -1.0669 -1.2409 -0.373
C 1.9025 -0.2308 0.0525 -1.627
C 0.4626 0.3509 0.2810 2.442
C 0.4701 1.8754 -0.0594 -1.629
N 0.0970 2.7189 1.1003 -0.331
C 1.2437 3.4658 1.6277 -0.954
O 0.2250 0.0189 1.6811 -0.546
C -0.2872 -1.2638 1.6587 0.355
O -0.5433 -1.8862 2.5717 -0.455
O -0.4863 -1.6602 0.3240 -0.308
C -0.7523 -0.4004 -0.2830 0.111
C -2.0668 0.3166 0.1793 -1.840
C -3.3816 -0.4175 -0.1969 0.143
O -3.2281 -1.8180 -0.3435 -0.541
C -4.3709 -0.2032 0.9807 -0.794
N -5.7501 -0.5599 0.6056 -0.604
P -0.9677 -0.4456 -2.1693 0.640
N -1.3531 -1.8488 -2.7573 -0.892
H 6.0981 -0.6776 0.3907 0.329
H 5.6028 -2.3639 0.4446 0.303
H 4.5757 -1.1249 1.2016 0.270
H 5.1793 -1.5376 -1.7850 0.384
H 4.3469 -0.1018 -1.2044 0.277
H 2.3057 -0.4290 -2.1264 0.233
H 1.2903 -1.7511 -1.4638 0.296
H 2.2141 -0.8744 0.8861 0.384
H 2.6416 0.5849 0.0360 0.652
H -0.2331 2.0825 -0.8853 0.514
H 1.4570 2.2082 -0.4223 0.558
H -0.5167 3.4289 0.7059 0.315
H 1.9953 2.8138 2.0971 0.285
H 1.7339 4.1270 0.8870 0.340
H 0.8681 4.1081 2.4416 0.347
H -2.0934 1.2863 -0.3407 0.508
H -2.0971 0.5380 1.2546 0.543
H -3.8900 -0.0280 -1.0970 0.380
H -3.9523 -2.1597 -0.8845 0.371
H -4.0876 -0.8314 1.8389 0.421
H -4.3443 0.8528 1.3269 0.301
H -6.2424 0.2546 0.2506 0.226
H -6.2583 -0.8510 1.4353 0.238
H 0.2728 -0.0547 -2.7556 0.035
H -1.9168 0.5728 -2.4691 0.099
H -1.4260 -2.5301 -2.0036 0.374
```

Values from the calculation:
HOMO-LUMO gap = 8.88 eV
E_LUMO = 0.3033 eV
ΔE to the lowest compared entry with this formula, charge and spin = 0.00 kJ/mol
energy = -36858.8717 eV
structure (SMILES) = CCOCC[C@]1(CNC)OC(=O)O[C@]1(C[C@@H](O)CN)[PH2]=N


No. 4
The following is a quantum chemistry calculation of a structure of composition C7H17CaF5LiN4O9PS2, from OMol25.

```
47
Properties=species:S:1:pos:R:3:mulliken_charge:R:1
C -1.9181 3.5079 -4.7834 -1.228
C -1.0738 2.2496 -5.0242 0.210
F -1.8946 1.3486 -5.7695 -0.363
P -0.5747 1.3054 -3.4517 0.450
C 0.9795 2.3278 -3.0941 0.330
O 1.3117 3.2812 -3.7209 -0.506
N 1.8073 1.9767 -1.9737 -0.309
C 2.1276 3.2399 -1.3352 0.529
O 1.3259 3.7566 -0.6508 -0.416
F 3.3028 3.8019 -1.5557 -0.217
H -2.1173 3.7324 -3.7201 0.318
H -1.4185 4.3884 -5.2255 0.299
H -2.9014 3.4448 -5.2840 0.358
H -0.2213 2.4653 -5.6973 0.433
H -1.3135 2.2009 -2.5740 -0.074
H -2.0632 0.4300 -3.5457 0.491
H 0.1356 0.3473 -4.3122 -0.034
H -0.3074 0.4992 -2.2847 -0.139
H 1.3008 1.3814 -1.3239 0.372
O -1.8591 -0.5552 -1.4870 -0.537
C -2.6816 -1.1491 -0.8284 0.594
N -2.3639 -1.5568 0.4544 0.063
C -4.0646 -1.4881 -1.3059 -0.981
H -2.9929 -2.0514 1.0591 0.069
H -1.4551 -1.3390 0.7767 0.064
H -3.9898 -2.1117 -2.1951 0.273
H -4.5886 -0.5674 -1.5523 0.242
H -4.6363 -2.0259 -0.5486 0.369
Li -2.5037 -2.0101 3.2250 0.215
Ca -0.6760 -0.5553 2.0955 0.247
C 4.4334 1.3263 2.4231 -0.745
N 3.0991 0.6780 2.3279 0.877
O 2.2185 1.2685 1.7218 -0.497
O 2.9681 -0.3974 2.8590 -0.502
H 4.3953 2.2773 1.9031 0.309
H 4.6517 1.4690 3.4779 0.297
H 5.1541 0.6583 1.9594 0.311
N 1.2049 -4.5236 4.8948 -0.314
S 0.1292 -3.7410 5.7309 1.105
O 0.4815 -2.4251 6.1702 -0.589
O -0.7045 -4.5034 6.6016 -0.581
F -0.9042 -3.3991 4.5205 -0.107
S 2.4434 -4.9747 5.7666 1.119
O 3.5528 -5.3908 4.9697 -0.613
O 2.1696 -5.7589 6.9273 -0.548
F 2.9757 -3.6030 6.3776 -0.262
F -2.9443 0.7644 -2.9987 -0.381
```

Values from the calculation:
HOMO-LUMO gap = 5.25 eV
E_LUMO = -1.9542 eV
energy = -95100.3819 eV